1.
# C30H29AsN5O6RuS4

A structure of composition C30H29AsN5O6RuS4 in a non-equilibrium geometry (ωB97M-V/def2-TZVPD, the Open Molecules 2025 dataset).

Atoms and positions in Å:
Ru 0.43 -0.17 0.31
C 1.41 3.79 -1.15
C 1.17 4.66 -0.08
C 0.80 4.14 1.13
C 0.67 2.76 1.30
N 0.82 1.93 0.25
C 1.22 2.45 -0.94
N 0.43 2.35 2.60
C 0.08 1.16 2.93
N -0.31 0.13 2.12
C -0.71 -0.94 2.89
N -1.29 -2.01 2.52
C -1.46 -2.37 1.19
C -2.35 -3.44 0.97
C -2.57 -3.93 -0.29
C -1.87 -3.37 -1.36
C -1.03 -2.32 -1.10
N -0.85 -1.80 0.13
C -0.48 -0.59 4.32
C -0.62 -1.34 5.47
C -0.27 -0.72 6.67
C 0.18 0.60 6.70
C 0.32 1.33 5.52
C -0.02 0.71 4.35
H 1.75 4.14 -2.11
H 1.28 5.73 -0.21
H 0.62 4.76 2.00
H 1.38 1.75 -1.73
H -2.83 -3.85 1.84
H -3.25 -4.75 -0.45
H -1.98 -3.73 -2.37
H -0.44 -1.86 -1.88
H -0.96 -2.36 5.43
H -0.35 -1.27 7.60
H 0.44 1.05 7.65
H 0.69 2.35 5.52
C -2.53 3.73 -2.36
C -3.54 3.56 -1.21
S -2.88 2.89 0.35
C -3.41 1.16 0.27
C -3.04 0.44 -1.02
S -1.34 0.79 -1.47
C -1.27 0.39 -3.23
C -1.32 1.69 -4.02
S -2.85 2.66 -3.81
H -1.51 3.54 -2.02
H -2.57 4.76 -2.73
H -4.37 2.92 -1.52
H -3.96 4.53 -0.94
H -4.49 1.12 0.40
H -2.94 0.69 1.13
H -3.67 0.78 -1.85
H -3.16 -0.64 -0.90
H -2.11 -0.26 -3.47
H -0.33 -0.14 -3.41
H -1.28 1.47 -5.09
H -0.47 2.32 -3.79
O 3.03 0.26 0.56
As 3.17 -1.48 0.70
O 4.35 -1.83 1.77
O 1.50 -1.68 1.11
C 3.50 -2.50 -0.91
C 4.04 -3.75 -0.65
C 4.23 -4.66 -1.69
C 3.89 -4.32 -2.98
C 3.35 -3.07 -3.26
C 3.16 -2.17 -2.23
S 2.42 -0.60 -2.55
O 1.95 -0.58 -3.92
O 3.39 0.41 -2.20
O 1.27 -0.65 -1.60
H 3.69 0.68 -0.01
H 4.31 -4.00 0.37
H 4.66 -5.63 -1.47
H 4.04 -5.03 -3.79
H 3.07 -2.78 -4.27

For the energy above the lowest of the compared OMol25 structures with the same formula, charge and spin, the calculation gives 73.00 kJ/mol. As for the spin multiplicity: 2. Its HOMO-LUMO gap (spin up / spin down) is 7.34 / 6.91 eV. The value obtained for the HOMO energy (spin up / spin down) is -0.3004 / -0.2982 Eh. As for the charge: 0. The calculation puts the LUMO energy (spin up / spin down) at -0.8 / -1.2 eV. The calculation puts the total energy at -5809.310937 hartree.

=====

2.
# C30H29BN6O4Zr

A structure of composition C30H29BN6O4Zr in a non-equilibrium geometry (ωB97M-V/def2-TZVPD, the Open Molecules 2025 dataset).

Atoms and positions in Å:
Zr 0.44 0.18 -0.06
O -1.17 1.28 -0.29
C -2.22 1.03 0.43
C -3.47 0.76 -0.17
C -4.58 0.48 0.58
C -4.52 0.51 1.98
C -3.34 0.83 2.60
C -2.18 1.07 1.86
C -0.96 1.42 2.54
N 0.20 1.33 2.01
C 1.30 1.93 2.72
C 1.24 3.44 2.39
N 1.37 3.52 0.98
C 0.38 3.66 0.20
C 0.63 3.48 -1.22
C 0.18 4.36 -2.20
C 0.60 4.22 -3.51
C 1.49 3.21 -3.84
C 1.90 2.29 -2.89
C 1.45 2.37 -1.57
O 1.78 1.46 -0.67
H -3.50 0.75 -1.25
H -5.51 0.23 0.09
H -5.40 0.29 2.56
H -3.28 0.88 3.68
H -1.07 1.78 3.58
H 2.24 1.52 2.33
H 1.24 1.79 3.81
H 2.08 3.97 2.86
H 0.28 3.84 2.78
H -0.63 3.93 0.55
H -0.47 5.18 -1.92
H 0.27 4.92 -4.27
H 1.87 3.14 -4.85
H 2.60 1.51 -3.14
C -0.98 -2.53 3.42
C -0.08 -2.06 2.30
O -0.45 -1.09 1.61
C 1.17 -2.72 2.08
C 1.45 -3.99 2.62
C 2.64 -4.62 2.37
C 3.62 -3.97 1.62
C 3.41 -2.71 1.13
C 2.16 -2.04 1.30
O 2.00 -0.85 0.84
H -1.86 -1.90 3.47
H -0.45 -2.49 4.37
H -1.28 -3.56 3.26
H 0.70 -4.48 3.22
H 2.83 -5.61 2.77
H 4.56 -4.47 1.43
H 4.19 -2.18 0.61
B -0.77 -0.13 -3.10
N 0.69 -0.61 -3.05
C 1.51 -0.89 -4.07
C 2.72 -1.31 -3.56
C 2.55 -1.26 -2.18
N 1.32 -0.84 -1.89
N -1.53 -1.12 -2.18
C -2.62 -1.82 -2.49
C -2.94 -2.63 -1.42
C -1.96 -2.34 -0.48
N -1.11 -1.42 -0.95
H -1.18 -0.25 -4.21
H -0.84 0.98 -2.67
H 1.19 -0.75 -5.08
H 3.60 -1.61 -4.11
H 3.26 -1.51 -1.41
H -3.10 -1.70 -3.44
H -3.76 -3.33 -1.33
H -1.85 -2.77 0.50

For the energy above the lowest of the compared OMol25 structures with the same formula, charge and spin, the calculation gives 157.87 kJ/mol. Its HOMO-LUMO gap is 7.50 eV. The value obtained for the HOMO energy is -0.2842 Eh. As for the charge: 0. The calculation puts the LUMO energy at -0.2 eV. The calculation puts the total energy at -1862.224547 hartree.

=====

3.
# C30H29CoFN3O3

A structure of composition C30H29CoFN3O3 in a non-equilibrium geometry (ωB97M-V/def2-TZVPD, the Open Molecules 2025 dataset).

Atoms and positions in Å:
Co 0.27 -0.23 -0.10
C 3.72 -0.95 2.16
O 3.75 0.29 2.84
C 2.97 1.35 2.47
C 3.25 2.51 3.20
C 2.57 3.69 2.96
C 1.60 3.73 1.98
C 1.27 2.59 1.24
C 0.23 2.66 0.28
N -0.30 1.61 -0.34
N -1.29 1.78 -1.22
C -1.61 0.65 -1.81
O -0.94 -0.46 -1.46
C -2.70 0.52 -2.75
C -2.74 -0.63 -3.57
C -3.81 -0.86 -4.40
C -4.89 0.02 -4.42
C -4.84 1.17 -3.65
C -3.77 1.43 -2.83
C 1.96 1.36 1.49
O 1.65 0.27 0.82
H 4.53 -1.53 2.61
H 3.91 -0.84 1.09
H 2.78 -1.48 2.31
H 4.03 2.46 3.94
H 2.80 4.57 3.54
H 1.09 4.66 1.78
H -0.20 3.63 0.05
H -1.91 -1.31 -3.53
H -3.83 -1.74 -5.03
H -5.75 -0.19 -5.05
H -5.68 1.86 -3.68
H -3.74 2.32 -2.22
C -4.09 0.33 0.46
N -4.21 -1.13 0.32
C -4.89 -1.50 -0.93
C -2.87 -1.80 0.40
C -2.17 -1.46 1.69
C -2.70 -1.98 2.87
C -2.10 -1.72 4.08
C -0.98 -0.90 4.12
C -0.47 -0.37 2.94
C -1.03 -0.64 1.69
H -5.08 0.79 0.42
H -3.47 0.73 -0.34
H -3.62 0.56 1.42
H -4.75 -1.48 1.12
H -4.26 -1.24 -1.78
H -5.83 -0.96 -1.03
H -5.08 -2.57 -0.95
H -2.26 -1.46 -0.44
H -3.03 -2.87 0.30
H -3.57 -2.62 2.83
H -2.50 -2.14 4.99
H -0.49 -0.69 5.06
H 0.40 0.27 3.02
F 2.47 -5.84 -0.89
C 1.92 -4.62 -0.71
C 1.46 -4.26 0.54
C 0.90 -3.01 0.72
C 0.80 -2.10 -0.33
C 1.24 -2.51 -1.58
C 1.80 -3.76 -1.79
H 1.54 -4.96 1.36
H 0.54 -2.75 1.71
H 1.14 -1.85 -2.44
H 2.15 -4.07 -2.76

For the energy above the lowest of the compared OMol25 structures with the same formula, charge and spin, the calculation gives 74.12 kJ/mol. Its HOMO-LUMO gap (spin up / spin down) is 6.97 / 6.92 eV. The value obtained for the HOMO energy (spin up / spin down) is -0.2660 / -0.2645 Eh. As for the charge: 0. The calculation puts the LUMO energy (spin up / spin down) at -0.3 / -0.3 eV. The calculation puts the total energy at -3033.087777 hartree.